Computed, not measured: a molecular structure, C13H24MnN4O6PSe, with the ωB97M-V functional and the def2-TZVPD basis.

Properties
spin multiplicity	2
orbital gap (alpha / beta)	7.58 / 6.97	eV
LUMO (alpha / beta)	2.395 / 2.395	eV
expectation value of S²	1.013
net charge	-1

Last column: natural (NBO) charge in e.
Positions of all 50 atoms, in Å:
Mn -0.37 0.83 1.07  0.986
C 2.88 -0.92 1.05  -0.613
C 2.95 0.46 0.41  -0.747
P 1.39 0.89 -0.45  1.018
C 1.37 -0.22 -1.92  -0.723
C 2.56 -0.18 -2.86  -0.610
C 1.66 2.57 -1.15  -0.726
C 3.11 3.03 -1.34  -0.606
H 3.79 -1.13 1.61  0.208
H 2.75 -1.71 0.30  0.182
H 2.04 -0.97 1.74  0.245
H 3.81 0.54 -0.27  0.204
H 3.07 1.21 1.20  0.285
H 0.45 0.03 -2.46  0.226
H 1.21 -1.23 -1.52  0.227
H 2.68 0.81 -3.31  0.203
H 2.45 -0.90 -3.67  0.202
H 3.49 -0.42 -2.34  0.204
H 1.15 3.24 -0.46  0.270
H 1.11 2.60 -2.10  0.218
H 3.63 3.08 -0.39  0.217
H 3.13 4.03 -1.78  0.205
H 3.68 2.37 -2.00  0.191
O 0.03 2.67 4.45  -1.032
Se 0.79 1.95 3.23  2.727
O 2.39 1.93 3.34  -1.067
O 0.30 2.54 1.71  -1.063
O 0.18 0.40 2.92  -1.082
O -1.78 1.41 -0.36  -0.610
N -2.58 2.33 0.06  0.088
C -3.61 1.94 0.76  -0.190
C -3.86 0.56 1.08  0.293
N -4.07 -0.54 1.36  -0.369
C -4.57 2.91 1.18  0.290
N -5.38 3.66 1.51  -0.338
C -2.36 -1.50 -1.54  -0.419
N -2.22 -2.43 -0.44  -0.410
C -3.05 -3.62 -0.50  -0.403
C -1.38 -2.17 0.58  0.740
C -1.29 -3.17 1.71  -0.714
O -0.69 -1.16 0.62  -0.685
H -2.14 -2.00 -2.49  0.182
H -1.69 -0.66 -1.39  0.261
H -3.38 -1.11 -1.57  0.205
H -3.97 -3.37 -1.01  0.210
H -3.31 -3.96 0.50  0.217
H -2.56 -4.43 -1.04  0.186
H -2.24 -3.21 2.24  0.241
H -0.52 -2.82 2.38  0.260
H -1.05 -4.17 1.35  0.215